a.
A cluster of 2 separate species, C3H9O3 in total, computed with wB97M-V/def2-TZVPD.

Cartesian coordinates (Å):
1 C -0.29709 -0.70791 -0.44230
2 O 0.92712 -1.03590 -0.57438
3 C -0.49102 0.75674 0.00300
4 C -1.93142 0.86007 0.36569
5 O -2.07415 0.56410 1.88297
6 H -1.04581 -0.90754 -1.35211
7 H -1.02478 -1.37492 0.21182
8 H -0.08554 1.48656 -0.73591
9 H 0.19184 0.62451 0.91468
10 H -2.35856 1.90336 0.10221
11 H -2.58865 0.03284 0.00235
12 H -2.05299 -0.34310 2.09440
13 H 3.75090 0.55433 -1.37000
14 H 2.46741 -0.61339 -1.04813
15 O 3.52995 -0.38022 -1.10579

The value obtained for the LUMO energy is 4.04 eV. For the HOMO energy, the calculation gives -3.2 eV. The calculation puts the HOMO-LUMO gap at 7.23 eV. Its total charge is -1.


b.
A cluster of 2 separate species, C3H9O3 in total, computed with wB97M-V/def2-TZVPD.

Cartesian coordinates (Å):
1 C 0.45295 -0.52385 -0.53239
2 O 1.25159 0.67771 0.01629
3 C -0.86844 -0.76501 0.13531
4 C -1.54055 0.48308 0.94350
5 O -2.81498 0.10649 1.13754
6 H 0.13080 0.05864 -1.43130
7 H 1.17906 -1.40584 -0.54062
8 H -0.79756 -1.52313 1.02683
9 H -1.57301 -1.33055 -0.58449
10 H -1.01896 0.69668 1.88767
11 H -1.38533 1.25924 0.16223
12 H -3.04216 -0.47802 0.40461
13 H 4.04988 1.30631 -0.75436
14 H 2.52697 0.69439 -0.61738
15 O 3.44974 0.74384 -1.25345

The value obtained for the LUMO energy is 3.62 eV. For the HOMO energy, the calculation gives -3.2 eV. The calculation puts the HOMO-LUMO gap at 6.82 eV. Its total charge is -1.


c.
A cluster of 2 separate species, C3H9O3 in total, computed with wB97M-V/def2-TZVPD.

Cartesian coordinates (Å):
1 C 0.16458 -0.22433 0.59128
2 C -1.05430 0.01957 -0.26835
3 O -0.71378 0.20201 -1.67226
4 C -0.18457 -0.44034 2.09860
5 O 0.82547 -0.89289 2.83362
6 H 0.69331 -1.13894 0.28887
7 H 0.84957 0.61036 0.43478
8 H -1.57401 0.91279 0.09951
9 H -1.77236 -0.79950 -0.19023
10 H -1.13408 1.00979 -1.97432
11 H -1.08851 -1.11751 2.05901
12 H -0.62202 0.53459 2.46867
13 H 2.56370 0.66110 -1.95947
14 H 1.10987 0.25242 -2.15861
15 O 1.93713 0.41089 -2.65111

The value obtained for the LUMO energy is 3.49 eV. For the HOMO energy, the calculation gives -2.4 eV. The calculation puts the HOMO-LUMO gap at 5.85 eV. Its total charge is -1.


Least stable of them? b.


a.
An isolated molecule of C11H15NS, computed with wB97M-V/def2-TZVPD.

Cartesian coordinates (Å):
1 C -1.61776 1.97328 0.35753
2 C -2.04031 -0.96554 0.89991
3 C -1.83419 -1.31114 -0.39555
4 C -0.65678 1.20622 1.02016
5 C 0.44658 0.11500 -0.86266
6 C -1.01363 -0.07819 1.68686
7 C -0.06252 -2.00044 2.99371
8 C 1.89764 -0.04650 -2.80227
9 C 0.88921 2.17170 -1.97507
10 C 0.19380 -0.81794 2.08128
11 C 1.49514 0.79269 -1.59849
12 N -2.28661 2.76413 -0.19483
13 S -0.37665 -1.19733 -1.49523
14 H -2.99714 -1.06814 1.52843
15 H -2.44247 -1.90593 -0.98397
16 H -1.50593 0.26012 2.64266
17 H 0.55015 -2.97529 2.88484
18 H -1.14614 -2.11030 3.02878
19 H 0.16905 -1.49515 3.98644
20 H 2.27165 -1.02832 -2.61269
21 H 2.69050 0.42608 -3.27150
22 H 1.10189 0.11967 -3.57315
23 H -0.18220 2.02540 -2.04761
24 H 1.45432 2.51449 -2.85517
25 H 1.27915 2.94247 -1.18421
26 H 0.61100 -1.15953 1.20678
27 H 0.81244 -0.03472 2.48179
28 H 2.29984 0.88319 -0.94676

The value obtained for the LUMO energy (spin up / spin down) is -0.82 / -0.82 eV. For the HOMO energy (spin up / spin down), the calculation gives -7.8 / -7.8 eV. The calculation puts the HOMO-LUMO gap (spin up / spin down) at 6.94 / 6.94 eV.


b.
An isolated molecule of C11H15NS, computed with wB97M-V/def2-TZVPD.

Cartesian coordinates (Å):
1 C -0.05904 2.87093 -1.39661
2 N -0.45802 1.56393 -0.97130
3 C 0.25992 1.08850 0.01421
4 C 1.50729 1.78790 0.61405
5 C 2.06189 0.79346 1.62236
6 C 1.35882 -0.61623 1.35517
7 C 0.23384 -0.31467 0.47063
8 C -0.83235 -1.08363 0.27267
9 C -1.13264 -2.37297 0.95279
10 C -2.10551 -0.62319 -0.52254
11 C -2.35858 -1.35668 -1.75455
12 C -2.86739 0.16052 0.17476
13 S -3.60005 0.86130 1.35187
14 H 0.78653 2.86592 -2.07002
15 H -0.85649 3.27688 -1.96060
16 H 0.25718 3.66307 -0.54590
17 H 2.13128 2.07734 -0.29694
18 H 1.15130 2.69744 1.18784
19 H 1.93648 1.02923 2.65515
20 H 3.08850 0.70759 1.40991
21 H 1.08218 -0.87602 2.38582
22 H 1.99617 -1.38318 0.85433
23 H -1.07684 -3.08428 0.10837
24 H -0.37433 -2.79376 1.61837
25 H -2.10249 -2.35438 1.45096
26 H -1.51150 -1.03669 -2.37311
27 H -2.40499 -2.47060 -1.66407
28 H -3.27954 -1.04007 -2.26839

The value obtained for the LUMO energy is 0.06 eV. For the HOMO energy, the calculation gives -7.6 eV. The calculation puts the HOMO-LUMO gap at 7.63 eV. The SMILES is C/N=C1\CCC\C1=C(/C)C(C)=C=S.


Least stable of them? a.